# 1
{"formula": "C24H48NaO12S6", "method": "ωB97M-V with the def2-TZVPD basis set", "homo_ha": -0.439, "multiplicity": 1, "charge": 1, "e_above_lowest_ev": 3.812, "orbital_gap_ha": 0.377, "largest_force_ev_per_a": 6.127, "elements": ["Na", "C", "C", "C", "S", "O", "O", "C", "H", "H", "H", "H", "H", "H", "H", "H", "C", "C", "C", "S", "O", "O", "C", "H", "H", "H", "H", "H", "H", "H", "H", "C", "C", "C", "S", "O", "O", "C", "H", "H", "H", "H", "H", "H", "H", "H", "C", "C", "C", "S", "O", "O", "C", "H", "H", "H", "H", "H", "H", "H", "H", "C", "C", "C", "S", "O", "O", "C", "H", "H", "H", "H", "H", "H", "H", "H", "C", "C", "C", "S", "O", "O", "C", "H", "H", "H", "H", "H", "H", "H", "H"], "xyz": [[0.2781, -0.0360, -0.6485], [0.9540, -5.6995, -0.6749], [-0.3346, -6.1753, -0.0324], [-1.3238, -5.0093, 0.1455], [-0.2755, -3.4600, 0.3100], [-0.1584, -3.1660, 1.7548], [-0.6703, -2.4421, -0.6677], [1.2733, -4.2492, -0.2873], [0.7432, -5.6583, -1.7435], [1.7981, -6.3811, -0.5698], [-0.1418, -6.6541, 0.9276], [-0.8297, -6.9006, -0.6780], [-1.9392, -5.1510, 1.0339], [-2.0167, -4.9280, -0.6919], [2.0143, -4.3287, 0.5081], [1.7200, -3.6053, -1.0448], [-4.2737, -0.4948, 3.0569], [-5.4027, -0.0707, 2.1365], [-4.7830, 0.0929, 0.7147], [-3.1611, 0.9132, 0.9433], [-3.2329, 2.4125, 0.6942], [-2.0922, 0.1365, 0.2547], [-3.1036, 0.4873, 2.8017], [-4.0641, -1.5591, 2.9496], [-4.3592, -0.3756, 4.1370], [-5.7506, 0.9172, 2.4382], [-6.2730, -0.7197, 2.2340], [-5.2761, 0.9044, 0.1796], [-4.6417, -0.8767, 0.2372], [-3.2755, 1.4636, 3.2551], [-2.1068, 0.1700, 3.1077], [-2.2570, 4.8179, -2.8316], [-0.9773, 5.1440, -3.5329], [0.2412, 4.3320, -3.1411], [-0.4481, 2.7173, -2.6098], [-0.1312, 2.4494, -1.2630], [-0.3339, 1.7305, -3.6908], [-2.2691, 3.3286, -2.6944], [-3.2183, 5.2617, -3.0906], [-2.0301, 5.2583, -1.8607], [-0.8465, 6.2243, -3.5954], [-1.1184, 4.8704, -4.5785], [0.7257, 4.6453, -2.2164], [0.9831, 4.0471, -3.8871], [-2.6061, 2.8876, -1.7563], [-2.8593, 2.8537, -3.4782], [-0.2413, -2.5420, -4.3790], [1.0839, -3.2336, -4.6997], [2.2616, -2.1909, -4.3768], [1.5963, -0.5789, -4.1647], [2.2560, 0.2565, -5.1705], [1.6537, -0.2033, -2.7311], [-0.0505, -1.0736, -4.7028], [-0.5002, -2.5577, -3.3203], [-1.1370, -2.9203, -4.8718], [1.1783, -3.4779, -5.7578], [1.3689, -4.1743, -4.2287], [3.0800, -2.0683, -5.0863], [2.8824, -2.4418, -3.5167], [-0.0522, -1.1250, -5.7916], [-0.8277, -0.3921, -4.3569], [-0.4756, 4.2748, 2.9076], [-0.2162, 3.4530, 4.1975], [0.8078, 2.2875, 3.8402], [1.1554, 2.4026, 2.0290], [0.1294, 1.6217, 1.2571], [2.5691, 2.2419, 1.7285], [0.7114, 4.1838, 1.9939], [-0.7264, 5.3267, 3.0439], [-1.3224, 3.8397, 2.3769], [-1.1200, 2.9387, 4.5241], [0.2029, 4.0241, 5.0259], [0.6122, 1.2656, 4.1649], [1.7286, 2.5599, 4.3559], [0.5191, 4.7810, 1.1026], [1.5627, 4.6037, 2.5297], [3.4025, -0.4032, 3.8703], [4.8359, -0.2361, 3.3044], [4.6635, -0.2505, 1.7242], [3.2598, -1.2551, 1.3577], [3.7073, -2.4651, 0.6982], [2.1511, -0.4453, 0.7228], [2.8357, -1.6360, 3.0426], [2.8952, 0.5070, 3.5505], [3.4449, -0.6020, 4.9412], [5.5104, -1.0379, 3.6049], [5.3026, 0.7074, 3.5874], [5.4157, -0.5616, 0.9993], [4.4313, 0.8041, 1.5759], [3.5091, -2.4611, 3.2745], [1.7955, -1.8711, 3.2680]]}

=====

# 2
{"formula": "CH3ClN3O", "method": "ωB97M-V with the def2-TZVPD basis set", "homo_ha": [-0.565, -0.563], "multiplicity": 1, "charge": 1, "e_above_lowest_ev": 4.202, "orbital_gap_ha": [0.296, 0.294], "largest_force_ev_per_a": 5.628, "elements": ["C", "N", "N", "N", "O", "Cl", "H", "H", "H"], "xyz": [[1.0656, 0.1839, 0.8002], [-1.3527, -1.4832, -0.7995], [0.0581, -0.4290, 0.5655], [-1.0639, -0.6030, -0.0256], [1.6079, 1.5100, -0.6580], [-2.0644, 0.8806, 0.2783], [1.4729, 0.5034, 1.7371], [-2.2859, -1.8810, -1.1539], [2.5624, 1.3183, -0.7441]]}